A cluster of 4 separate species, C23H33F4NO3S in total in a non-equilibrium geometry, computed with ωB97M-V/def2-TZVPD.

XYZ file:
```
65
Properties=species:S:1:pos:R:3:forces:R:3
F 6.02025 -1.08553 -0.41309 -2.699 -1.383 -1.042
C 4.82506 -1.68103 -0.96693 0.138 0.522 0.343
F 3.71203 -1.21760 -0.21022 2.343 -1.130 -1.386
C 4.69033 -1.09723 -2.45714 0.411 1.401 -0.443
F 6.01070 -1.15986 -3.04654 -2.739 -0.111 1.128
F 3.84505 -1.86369 -3.30964 1.671 1.297 1.992
C 4.24046 0.44781 -2.33750 0.237 2.859 -0.485
C 5.42830 1.47553 -2.32283 -3.151 1.364 0.002
C 5.15303 3.00691 -2.25180 -3.490 -3.545 -0.053
C 3.66208 3.45519 -2.17846 1.347 -2.880 -0.278
C 2.47966 2.41956 -2.20566 2.619 -1.201 0.123
C 2.73108 0.89441 -2.28077 3.788 1.962 -0.189
N 1.71968 -0.17498 -2.34613 -0.641 2.515 0.394
C 0.46251 0.14681 -1.64098 -4.273 -0.149 2.235
C -0.34562 -1.06467 -1.03707 -1.083 2.866 0.395
C -1.70765 -0.90367 -0.30462 1.946 2.679 -1.617
C -2.35513 0.50737 -0.14457 4.229 -1.091 -2.174
C -1.55481 1.71235 -0.71801 0.474 -2.679 -0.003
C -0.17836 1.54349 -1.46310 -1.046 -2.815 1.134
S 0.71548 3.03232 -2.15824 0.800 -1.852 0.607
H 4.89218 -2.82955 -0.92877 -0.053 1.903 0.174
H 6.52849 1.13905 -2.38836 -2.199 0.346 0.133
H 6.04591 3.70866 -2.27071 -1.604 -0.865 0.078
H 3.48035 4.58628 -2.14712 -0.082 -2.006 0.002
H 1.51529 -0.38957 -3.33477 0.194 0.049 0.654
H 0.07892 -2.12384 -1.14354 -0.736 2.005 0.127
H -2.20308 -1.86462 0.08591 0.819 1.798 -0.653
H -3.36463 0.57202 0.37141 1.636 0.248 -0.797
H -2.04030 2.74887 -0.58573 1.200 -1.750 -0.348
C -1.30207 -6.32068 -1.14580 -0.266 -0.048 0.157
C -1.06169 -5.00865 -1.87571 0.508 -0.485 0.013
C -0.16354 -5.20513 -3.08684 -0.029 0.185 -0.249
O -0.45695 -4.07329 -0.98344 -0.112 -0.044 0.111
H -0.36026 -6.74175 -0.77912 0.013 0.018 -0.151
H -1.93929 -6.16255 -0.27151 0.000 0.007 -0.123
H -1.78081 -7.05411 -1.79955 0.054 0.019 0.059
H -2.01821 -4.58383 -2.19257 0.130 0.154 0.157
H 0.81775 -5.58756 -2.78738 -0.103 -0.098 0.051
H 0.00995 -4.25251 -3.59479 -0.089 -0.076 0.026
H -0.60824 -5.90518 -3.79865 0.068 0.032 0.037
H 0.39099 -4.43991 -0.69661 -0.180 -0.006 -0.037
C 2.03858 3.28566 2.01317 0.082 -0.141 -0.287
C 1.01725 4.41219 1.98916 0.196 -0.285 0.634
C 1.34412 5.47943 3.02225 -0.058 0.308 -0.052
O -0.28017 3.88077 2.25114 -0.228 0.099 -0.219
H 2.05139 2.78988 2.98942 0.019 0.148 0.030
H 1.78414 2.52093 1.27385 0.024 0.116 -0.014
H 3.04337 3.65926 1.79866 -0.033 -0.060 0.028
H 0.98975 4.86180 0.99246 -0.207 -0.116 0.051
H 1.33219 5.06039 4.03373 0.102 -0.082 -0.081
H 0.59546 6.27616 3.00129 0.082 -0.051 -0.069
H 2.32801 5.91893 2.83831 -0.048 -0.021 0.058
H -0.26615 3.48035 3.13077 0.029 0.047 -0.185
C -6.23046 -1.01589 2.49801 0.063 -0.303 -0.045
C -5.55183 -0.21641 3.59935 -0.395 0.381 -0.464
C -6.49858 0.80950 4.20234 0.002 0.071 0.306
O -4.40852 0.44883 3.06657 0.265 -0.102 0.081
H -6.55247 -0.36085 1.68178 -0.069 0.055 0.127
H -5.53536 -1.74108 2.06605 -0.051 0.026 0.108
H -7.10314 -1.55219 2.87961 0.031 0.036 -0.069
H -5.19832 -0.89440 4.38108 0.177 0.127 -0.110
H -6.82984 1.52761 3.44514 -0.035 -0.140 -0.050
H -5.99450 1.38417 4.98397 -0.032 -0.117 -0.033
H -7.37924 0.32779 4.63506 0.027 0.066 -0.037
H -4.71058 1.05147 2.37380 0.009 -0.079 0.188
```
Positions in Å, forces in eV/Å.

Results
Gap between HOMO and LUMO (eV): 7.85
Net charge: 0
LUMO (eV): 0.11
Total energy (a.u.): -1974.0109

List of natural (NBO) charges in e, atom by atom: number 1, F, carries -0.34; number 2, C, carries 0.51; number 3, F, carries -0.33; number 4, C, carries 0.63; number 5, F, carries -0.35; number 6, F, carries -0.33; number 7, C, carries -0.11; number 8, C, carries -0.19; number 9, C, carries -0.22; number 10, C, carries -0.21; number 11, C, carries -0.18; number 12, C, carries 0.18; number 13, N, carries -0.66; number 14, C, carries 0.12; number 15, C, carries -0.22; number 16, C, carries -0.23; number 17, C, carries -0.22; number 18, C, carries -0.22; number 19, C, carries -0.19; number 20, S, carries 0.28; number 21, H, carries 0.18; number 22, H, carries 0.25; number 23, H, carries 0.24; number 24, H, carries 0.24; number 25, H, carries 0.40; number 26, H, carries 0.26; number 27, H, carries 0.24; number 28, H, carries 0.23; number 29, H, carries 0.24; number 30, C, carries -0.63; number 31, C, carries 0.09; number 32, C, carries -0.63; number 33, O, carries -0.73; number 34, H, carries 0.20; number 35, H, carries 0.22; number 36, H, carries 0.21; number 37, H, carries 0.18; number 38, H, carries 0.20; number 39, H, carries 0.22; number 40, H, carries 0.21; number 41, H, carries 0.46; number 42, C, carries -0.63; number 43, C, carries 0.09; number 44, C, carries -0.63; number 45, O, carries -0.72; number 46, H, carries 0.20; number 47, H, carries 0.23; number 48, H, carries 0.21; number 49, H, carries 0.18; number 50, H, carries 0.20; number 51, H, carries 0.22; number 52, H, carries 0.21; number 53, H, carries 0.46; number 54, C, carries -0.63; number 55, C, carries 0.09; number 56, C, carries -0.63; number 57, O, carries -0.71; number 58, H, carries 0.20; number 59, H, carries 0.22; number 60, H, carries 0.21; number 61, H, carries 0.18; number 62, H, carries 0.20; number 63, H, carries 0.22; number 64, H, carries 0.21; number 65, H, carries 0.46